The following is a DFT calculation (ωB97M-V with the def2-TZVPD basis set) of one molecule with the formula C3H6FP at a distorted geometry.

Cartesian coordinates (Å):
C (0.165, 0.196, -0.010)
C (-0.809, 1.230, -0.066)
C (-0.145, -1.251, 0.212)
F (2.492, -0.901, -0.352)
P (2.050, 0.704, -0.674)
H (-1.532, 1.086, 0.703)
H (-0.214, 2.177, 0.104)
H (-1.470, 1.544, -0.987)
H (0.718, -1.756, 0.530)
H (-0.698, -1.249, 1.170)
H (-0.557, -1.778, -0.629)

Values from the calculation:
- HOMO (spin up / spin down): -8.195 / -7.981 eV
- Frontier orbital gap (spin up / spin down): 8.2 / 7.4 eV
- LUMO (spin up / spin down): -0.0300 / -0.5800 eV
- 2S+1: 1

Atom charges from the Mulliken analysis, given in e for atoms 1 to 5: 0.322, -1.053, -0.996, -0.319, 0.231

The following is a DFT calculation (ωB97M-V with the def2-TZVPD basis set) of C3H6GaO3 as an isolated structure at a distorted geometry.

Cartesian coordinates (Å):
C (-2.103, 0.072, -0.415)
O (-0.765, -0.133, 0.096)
C (-0.552, -1.005, 1.072)
C (0.799, -1.421, 1.189)
O (1.688, -0.818, 0.536)
H (-1.984, 0.628, -1.348)
H (-2.562, -0.907, -0.587)
H (-2.666, 0.662, 0.315)
H (-1.404, -1.498, 1.540)
H (1.033, -2.327, 1.762)
Ga (0.959, 0.697, -0.423)
O (0.828, 2.382, -0.450)
H (0.303, 2.942, 0.120)

Values from the calculation:
- Net charge: +2
- HOMO (spin up / spin down): -20.073 / -21.726 eV
- Frontier orbital gap (spin up / spin down): 8.4 / 9.3 eV
- LUMO (spin up / spin down): -11.6784 / -12.4556 eV
- 2S+1: 2

Atom charges from the Mulliken analysis, given in e for atoms 1 to 5: -0.523, -0.179, 0.109, 0.015, -0.272

The following is a DFT calculation (ωB97M-V with the def2-TZVPD basis set) of C3H6GdO5 as an isolated structure at a distorted geometry.

Cartesian coordinates (Å):
C (-0.039, 0.982, -1.044)
C (-0.135, 0.314, 0.322)
O (-1.500, -0.099, 0.531)
C (-1.795, -0.745, 1.625)
O (-0.919, -1.038, 2.498)
O (-2.987, -1.151, 1.788)
O (1.245, 1.448, -1.267)
Gd (-2.645, -2.163, 3.992)
H (-0.762, 1.819, -1.075)
H (-0.370, 0.252, -1.812)
H (0.151, 1.016, 1.117)
H (0.518, -0.568, 0.368)
H (2.012, 0.728, -1.908)
O (3.358, -0.142, -2.885)
H (3.869, -0.653, -2.253)

Values from the calculation:
- Net charge: +1
- HOMO (spin up / spin down): -12.315 / -12.318 eV
- Frontier orbital gap (spin up / spin down): 6.4 / 7.3 eV
- LUMO (spin up / spin down): -5.9468 / -4.9970 eV
- 2S+1: 8

Atom charges from the Mulliken analysis, given in e for atoms 1 to 5: -0.477, -0.236, -0.220, 1.289, -0.679

The following is a DFT calculation (ωB97M-V with the def2-TZVPD basis set) of C3H6IMgO3 as an isolated structure at a distorted geometry.

Cartesian coordinates (Å):
Mg (-0.032, -2.432, -1.650)
I (0.729, -1.252, -3.823)
C (2.119, 0.837, -0.328)
O (1.012, 0.929, 0.600)
C (-0.038, 0.185, 0.410)
O (-0.148, -0.787, -0.337)
O (-1.000, 0.661, 1.147)
C (-2.230, -0.044, 1.314)
H (2.964, 1.132, 0.288)
H (2.005, 1.539, -1.148)
H (2.279, -0.163, -0.710)
H (-2.636, 0.328, 2.253)
H (-2.105, -1.115, 1.478)
H (-2.919, 0.183, 0.506)

Values from the calculation:
- Net charge: +1
- HOMO: -13.053 eV
- Frontier orbital gap: 6.9 eV
- LUMO: -6.1209 eV
- 2S+1: 1

Atom charges from the Mulliken analysis, given in e for atoms 1 to 5: 0.891, -0.260, -0.540, -0.267, 0.895

The following is a DFT calculation (ωB97M-V with the def2-TZVPD basis set) of a 2-piece molecular cluster, C3H6IN2 overall at a distorted geometry.

Cartesian coordinates (Å):
C (-0.336, 0.155, -1.221)
C (-0.128, -0.923, -0.365)
C (0.798, -0.660, -1.416)
N (-1.077, 1.195, -1.130)
N (-0.373, -1.735, 0.583)
I (2.234, 2.050, 3.796)
H (-1.865, 0.909, -0.496)
H (1.824, -0.808, -1.851)
H (-1.273, 1.779, -1.995)
H (0.354, -2.284, 0.932)
H (-1.353, -1.871, 0.771)
H (1.195, 2.193, 2.392)

Values from the calculation:
- Net charge: +1
- HOMO: -12.439 eV
- Frontier orbital gap: 8.8 eV
- LUMO: -3.6492 eV
- 2S+1: 1

Atom charges from the Mulliken analysis, given in e for atoms 1 to 5: 0.290, 0.192, -0.260, -0.388, -0.314

The following is a DFT calculation (ωB97M-V with the def2-TZVPD basis set) of C3H6INO as an isolated structure at a distorted geometry.

Cartesian coordinates (Å):
C (-0.173, -0.973, 0.055)
C (-0.786, 0.004, -0.987)
C (0.860, -0.183, 0.776)
N (0.139, 1.600, 0.298)
O (-1.063, 1.168, -0.264)
I (2.796, -0.189, -0.040)
H (-0.957, -1.277, 0.752)
H (0.224, -1.851, -0.453)
H (-0.065, 0.200, -1.790)
H (-1.728, -0.355, -1.401)
H (0.868, -0.158, 1.854)
H (-0.115, 2.013, 1.199)

Values from the calculation:
- HOMO: -8.792 eV
- Frontier orbital gap: 9.3 eV
- LUMO: 0.5564 eV
- 2S+1: 1

Atom charges from the Mulliken analysis, given in e for atoms 1 to 5: -0.600, -0.343, -0.404, -0.418, -0.224

The following is a DFT calculation (ωB97M-V with the def2-TZVPD basis set) of a 3-piece molecular cluster, C3H6INO3 overall at a distorted geometry.

Cartesian coordinates (Å):
C (1.511, -0.048, -0.283)
C (0.118, -0.522, -0.605)
C (-1.067, 0.155, 0.019)
N (-1.165, 1.545, 0.107)
O (-2.063, 2.069, 0.707)
O (-0.213, 2.136, -0.377)
O (0.129, -1.863, -0.441)
I (-2.892, -0.834, 0.236)
H (1.876, 0.916, -0.398)
H (1.325, 0.217, 1.448)
H (2.172, -0.925, -0.288)
H (0.151, -0.376, -1.641)
H (0.890, -0.210, 2.034)
H (-0.773, -2.259, -0.518)

Values from the calculation:
- HOMO (spin up / spin down): -8.295 / -9.203 eV
- Frontier orbital gap (spin up / spin down): 6.1 / 8.8 eV
- LUMO (spin up / spin down): -2.2201 / -0.3981 eV
- 2S+1: 1

Atom charges from the Mulliken analysis, given in e for atoms 1 to 5: -1.170, 0.631, -0.292, 0.952, -0.584

The following is a DFT calculation (ωB97M-V with the def2-TZVPD basis set) of one molecule with the formula C3H6INOS at a distorted geometry.

Cartesian coordinates (Å):
C (0.182, -1.484, 0.137)
C (0.369, -0.720, 1.343)
C (-0.663, -0.296, 0.304)
N (-1.003, 2.212, -0.587)
O (1.802, 1.292, -0.298)
S (-0.059, 1.055, -0.745)
I (-0.240, 0.052, -2.926)
H (0.982, -1.509, -0.662)
H (-0.345, -2.394, 0.213)
H (-0.091, -0.958, 2.213)
H (1.175, 0.023, 1.372)
H (-1.639, -0.288, 0.430)
H (-0.469, 3.015, -0.795)

Values from the calculation:
- HOMO (spin up / spin down): -7.542 / -9.498 eV
- Frontier orbital gap (spin up / spin down): 7.6 / 7.4 eV
- LUMO (spin up / spin down): 0.0448 / -2.1365 eV
- 2S+1: 3

Atom charges from the Mulliken analysis, given in e for atoms 1 to 5: -0.484, -0.591, -0.196, -0.585, -0.337